# 1
Entry from OMol25: a cluster of 13 separate species, C18H16Cl48NO2S in total (ωB97M-V/def2-TZVPD).

Geometry as XYZ:
```
86
Properties=species:S:1:pos:R:3:forces:R:3
C 9.223212 -1.060757 0.593155 0.3008 0.4451 0.4971
C 8.397332 0.166776 0.974795 -0.6925 -0.7173 -0.4063
C 7.760272 0.780638 -0.292640 -0.0557 -0.0845 0.6044
C 6.342287 1.343218 -0.138661 0.8848 1.2008 0.1795
C 6.050843 2.055831 1.183142 -0.9134 -0.6160 -0.2737
N 5.292687 0.305056 -0.502476 0.4474 0.0568 -0.0678
C 5.314317 -0.969944 0.252302 -0.6994 -0.7663 -0.2671
S 4.396328 -0.803641 1.798390 0.1087 0.5008 1.4187
O 3.402722 0.203202 1.565841 -0.0198 -0.0972 -0.5524
O 5.296243 -0.664756 2.899822 0.2285 -0.3405 -0.4808
H 9.831164 -1.390729 1.435578 -0.0194 -0.0407 -0.0297
H 9.894933 -0.859782 -0.240440 0.0099 -0.0084 -0.0265
H 8.578851 -1.899170 0.330765 -0.0741 0.0563 -0.1510
H 7.593734 -0.200144 1.619223 0.1240 0.1928 0.2882
H 8.961165 0.890047 1.559421 0.0347 0.0926 -0.1383
H 8.387904 1.605854 -0.628120 -0.0098 -0.0916 -0.2559
H 7.746379 0.016348 -1.076491 0.1665 0.1348 -0.1943
H 6.237649 2.123554 -0.896391 -0.3540 -0.3406 -0.2826
H 6.355327 1.486277 2.056418 0.2478 0.1871 0.0524
H 6.475827 3.054696 1.147992 0.2702 -0.0946 0.1480
H 4.966821 2.177329 1.270824 0.0619 0.2265 0.0867
H 5.448794 0.070728 -1.486376 -0.0595 0.0676 0.0258
H 4.366451 0.746344 -0.429118 -0.0948 -0.2075 0.1923
H 6.307507 -1.379944 0.413220 0.1577 0.4069 0.0545
H 4.756703 -1.712557 -0.326201 -0.0384 0.0791 -0.0332
H 3.799093 -2.014633 1.940886 0.0126 0.0095 -0.4067
C -0.393480 0.184820 1.361508 -0.1020 0.0292 0.0786
Cl -0.427948 1.883493 0.883182 0.0423 0.0018 -0.0230
Cl -2.026960 -0.461628 1.371929 -0.0385 0.0748 -0.0562
Cl 0.584282 -0.730804 0.195078 -0.0183 -0.0768 -0.0404
Cl 0.316069 0.047653 2.979750 0.0053 0.0268 -0.0784
C -5.962931 0.289432 -1.286273 -0.0338 0.0350 0.0036
Cl -4.616812 -0.346889 -2.239736 0.0102 -0.1055 -0.0579
Cl -7.378954 0.495296 -2.317827 0.1862 -0.1430 -0.1205
Cl -6.336263 -0.854234 0.008507 -0.0881 0.4014 0.1022
Cl -5.490108 1.844931 -0.595664 0.0269 -0.0075 0.0084
C -6.385253 -5.284824 -0.204110 -0.1172 -0.1127 -0.0639
Cl -5.132324 -6.364568 0.420166 -0.1424 -0.0129 -0.0761
Cl -7.512156 -4.871001 1.093001 0.0007 -0.0145 0.0403
Cl -5.667619 -3.792209 -0.824772 0.1727 -0.3812 -0.0381
Cl -7.259356 -6.098183 -1.500316 0.0594 -0.0346 -0.0425
C -11.092272 -5.954676 -2.497653 -0.0095 -0.0033 0.0229
Cl -10.359564 -4.405689 -2.070575 -0.0538 0.0703 0.0086
Cl -10.314812 -6.585880 -3.954212 0.0182 -0.0086 0.0009
Cl -10.866848 -7.097863 -1.169929 -0.0057 -0.0006 0.0036
Cl -12.816664 -5.731411 -2.797138 0.0177 -0.0022 -0.0075
C 9.608771 -0.919201 -4.091908 0.1453 -0.0424 -0.0335
Cl 10.519136 0.545361 -3.726152 -0.0413 0.0115 0.0253
Cl 10.095299 -1.555846 -5.654827 -0.0360 0.0254 0.0493
Cl 9.910714 -2.126932 -2.835006 -0.0438 -0.0188 -0.0764
Cl 7.871546 -0.535264 -4.134114 -0.0885 0.0081 0.0107
C -9.425208 3.795065 -1.012972 -0.0271 -0.0617 0.1764
Cl -9.086140 2.317098 -0.103523 -0.1655 0.1081 0.1449
Cl -10.877481 3.564527 -1.989699 0.0085 0.0264 -0.0238
Cl -9.697471 5.118068 0.139634 0.2240 -0.3560 0.0618
Cl -8.056066 4.155284 -2.067517 -0.0184 0.0339 0.0554
C 10.692394 -5.018941 1.435712 0.0624 -0.1055 0.0370
Cl 10.554120 -4.105469 2.942188 -0.0125 0.0198 -0.0050
Cl 12.364621 -5.509179 1.190102 -0.0354 0.0235 -0.0033
Cl 9.655194 -6.443206 1.511260 0.0021 0.0273 -0.0064
Cl 10.174960 -3.989170 0.086236 0.1097 -0.2712 -0.0809
C -2.083219 1.658257 -4.674962 -0.0727 0.0328 0.0112
Cl -1.841176 -0.031868 -5.130153 0.0007 -0.0274 -0.0010
Cl -1.873355 1.826188 -2.927891 0.0843 0.0415 0.0576
Cl -0.901294 2.670971 -5.512057 0.0005 -0.0147 0.0037
Cl -3.713427 2.160884 -5.118629 0.0152 -0.0053 0.0016
C -1.421476 -4.657447 2.391233 -0.0414 -0.0527 -0.0299
Cl -0.308721 -5.488441 1.292553 0.0190 -0.0225 -0.0255
Cl -2.882850 -4.214052 1.508789 0.1982 0.1639 0.0883
Cl -1.840664 -5.732746 3.724407 0.0141 0.0301 -0.0079
Cl -0.627960 -3.207903 3.021223 0.0013 -0.0538 0.0558
C -13.327806 5.253481 2.348973 -0.0152 0.0045 -0.0060
Cl -11.941951 4.670495 3.279983 0.0108 -0.0026 0.0029
Cl -13.069113 4.903050 0.638368 -0.1403 -0.0171 0.0023
Cl -14.793580 4.443091 2.905704 0.0111 0.0030 0.0007
Cl -13.494101 6.997046 2.573297 0.0060 -0.0027 0.0006
C -9.309511 8.545694 -3.076251 -0.0279 -0.0222 -0.0223
Cl -7.943894 8.124690 -4.120174 -0.0040 -0.0019 0.0037
Cl -10.760755 8.748787 -4.061815 0.0149 -0.0060 0.0098
Cl -9.564861 7.251341 -1.899800 -0.0144 0.4302 -0.2433
Cl -8.956628 10.053510 -2.227073 0.0002 -0.0117 -0.0052
C 5.207655 1.323756 6.465114 0.0071 -0.0059 0.0796
Cl 6.323566 0.018183 6.875378 -0.0020 0.0060 -0.0155
Cl 4.352401 1.849644 7.913163 0.0181 -0.0069 -0.0405
Cl 6.116534 2.682754 5.788397 0.0103 0.0108 -0.0197
Cl 4.048740 0.746313 5.262616 -0.1320 0.1150 0.1219
```
Positions in Å, forces in eV/Å.

As for the multiplicity: 1. As for the LUMO energy: -3.35 eV. The calculation puts the maximum force at 1.51 eV Å⁻¹. The calculated total energy is -636410.515 eV. Its charge is +1. The HOMO-LUMO gap is 8.69 eV.

=====

# 2
Entry from OMol25: a structure of composition C18H16ClF6N4OPdSSb (ωB97M-V/def2-TZVPD).

Geometry as XYZ:
```
49
Properties=species:S:1:pos:R:3:forces:R:3
Pd -0.527065 0.000239 0.491881 -0.4569 -0.3028 0.2616
Cl 5.679628 0.120605 4.092605 -0.0128 0.0014 -0.0043
C 4.363681 0.211514 2.975970 -0.0153 -0.0066 0.0272
C 4.627384 0.295434 1.599685 0.0303 0.0069 -0.0123
C 3.604114 0.365577 0.693268 -0.0639 -0.0006 0.0163
C 2.258447 0.345370 1.107652 0.1136 0.1111 -0.0168
O 1.347655 0.418373 0.165988 0.0600 -0.1459 0.0374
C 1.992873 0.269748 2.499677 0.0196 -0.0023 0.0036
C 0.696051 0.268549 3.075469 -0.1261 0.0755 -0.0097
N -0.437976 0.302048 2.447446 0.2603 -0.0706 -0.1034
C -1.705369 0.228041 3.082855 -0.0924 0.0051 -0.1042
C -1.979094 0.537076 4.386121 -0.0104 -0.0175 0.0145
C -3.283975 0.344940 4.889761 0.0040 0.0082 0.0168
C -4.289173 -0.136252 4.099115 0.0065 -0.0024 -0.0229
C -4.040572 -0.429357 2.736912 0.0393 0.0155 0.0298
C -5.009289 -0.917788 1.829501 -0.0592 -0.0094 0.0061
C -4.672071 -1.155725 0.527929 0.0419 0.0109 -0.0143
C -3.359664 -0.894192 0.095430 0.0046 -0.0252 0.1040
N -2.447343 -0.439004 0.923658 0.0709 0.0063 -0.0031
C -2.747688 -0.221906 2.240258 0.0790 0.0724 -0.0390
C 3.074328 0.199639 3.415063 0.0458 -0.0033 -0.0123
H 5.654301 0.296252 1.259274 -0.0009 0.0001 -0.0001
H 3.803787 0.415089 -0.367776 0.0166 -0.0122 -0.0024
H 0.656218 0.220352 4.161513 -0.0075 0.0091 -0.0084
H -1.211184 0.928245 5.040064 -0.0108 -0.0011 0.0042
H -3.480823 0.585732 5.925114 0.0015 0.0003 -0.0003
H -5.283240 -0.285972 4.498949 0.0002 -0.0004 0.0000
H -6.016654 -1.103156 2.180966 0.0034 -0.0008 -0.0018
H -5.388221 -1.542973 -0.181465 0.0019 0.0021 -0.0015
H -3.049504 -1.076754 -0.924163 0.0175 -0.0023 -0.0285
H 2.867742 0.133643 4.475465 -0.0020 0.0041 0.0012
C -1.275401 2.925142 -4.179570 0.0018 -0.0128 -0.0212
N -1.516321 2.778527 -2.750455 -0.0557 0.0167 0.0518
C -0.699430 2.197102 -1.885841 0.4096 -0.0276 -0.0769
N 0.403429 1.585727 -2.280498 -0.0002 0.1705 -0.0965
S -1.058974 2.314600 -0.195103 -0.3144 0.0957 0.0375
H -2.230427 3.076217 -4.674781 0.0108 0.0347 0.0154
H -0.839455 2.017432 -4.592490 -0.0275 -0.0283 0.0026
H -0.623948 3.773862 -4.388248 0.0317 -0.0165 0.0076
H -2.315185 3.243349 -2.348938 -0.0358 -0.0600 -0.0229
H 0.638230 1.459595 -3.251094 -0.0656 -0.0137 -0.0209
H 1.021476 1.188737 -1.581410 0.0114 -0.0886 0.0558
F -0.669676 -0.948431 -1.396291 0.0941 0.1536 -0.0004
Sb -0.125882 -2.907384 -1.296151 0.0355 0.2113 -0.0331
F 0.314601 -2.724890 -3.099467 -0.0325 -0.0455 -0.0364
F -1.933350 -3.207719 -1.701131 -0.0274 -0.0688 0.0005
F 0.333595 -4.694678 -1.113766 -0.0777 -0.0220 0.0017
F -0.642180 -2.666242 0.528612 0.0781 -0.0178 0.0092
F 1.566392 -2.270032 -0.793463 0.0051 -0.0067 -0.0115
```
Positions in Å, forces in eV/Å.

As for the multiplicity: 2. As for the LUMO energy (alpha / beta): -4.32 / -5.45 eV. The calculation puts the maximum force at 0.61 eV Å⁻¹. As for the energy above the lowest of the compared OMol25 structures with the same formula, charge and spin: 26.5 kcal per mole. The calculated total energy is -76612.418 eV. Its charge is +1. The HOMO-LUMO gap (alpha / beta) is 6.85 / 5.72 eV.